Formula: C5H10N2O
Source: the Open Molecules 2025 dataset
Level of theory: ωB97M-V/def2-TZVPD

Calculated values
SMILES string: N/C=C/C[C@H](N)C=O
Calculated total energy, eV: -10372.00299
ΔE to the lowest compared entry with this formula, charge and spin, kJ/mol: 318.6

```
! RIJCOSX wB97M-V def2-TZVPD def2/J DEFGRID3
* xyz 0 1
C -0.7179 -1.1598 -0.7105
C -0.1982 1.3184 -0.3928
H -0.0802 3.3778 -1.2359
C -0.0034 -1.7844 0.3001
H 1.7341 1.6922 0.6784
C -0.3156 0.1422 -1.4357
H -0.1472 -3.2801 1.7289
N -0.5722 -2.7689 1.0151
H 0.6176 2.3750 -2.0537
H -1.1834 1.6160 0.0335
N 0.4083 2.5062 -1.1765
H 0.7250 -0.2512 -1.7827
O 0.7056 0.4961 1.7421
H 1.0597 -1.6588 0.5331
H -1.7005 -1.4343 -0.7768
H -1.5409 -2.7660 1.0205
C 0.7422 1.1126 0.7662
H -1.0237 0.4250 -2.1169
*
```

=====

Formula: C27H52BIN5O12PS2
Source: the Open Molecules 2025 dataset
Level of theory: ωB97M-V/def2-TZVPD

Calculated values
SMILES string: C=CC(=O)OCCCCCCCO[C@@H](CCCCSc1nnco1)[C@@](O[C@@](I)(CC(N)(N)N)OCC)(B(C)O)P(O)(O)=S.COC(=O)OC
Calculated total energy, eV: -100600.04259

```
! RIJCOSX wB97M-V def2-TZVPD def2/J DEFGRID3
* xyz 0 1
O -2.3320 0.8861 -1.4925
C -0.8713 1.9068 1.2008
H 2.7309 -0.7515 2.2161
N 2.4955 -6.3661 5.2436
O -2.8574 -2.3912 2.0970
N 1.4819 1.7254 -0.6518
I 0.7296 2.3539 2.7348
C -0.6214 -2.2588 -2.1514
H 1.8366 -3.5487 2.4849
H 2.2628 -2.8045 -3.9041
C -5.9894 2.5434 -4.5259
C -1.1403 -1.6068 0.0755
O -2.1277 2.0529 1.7027
H 2.1059 1.6948 0.1409
H 1.2416 -3.2176 -1.5302
H 1.9967 -2.3641 0.4337
H -8.4612 4.1655 -3.2867
C -2.4651 3.1470 2.5539
O -1.4643 -0.6060 3.3312
H -4.4423 -0.8298 -1.5915
C 0.7220 -2.9208 -2.4396
N 2.8243 -5.0940 4.7934
B -2.8114 0.1096 -0.4873
H -5.0095 0.3821 -0.4431
C 1.3111 -1.6522 0.8883
C 2.5589 -1.0911 -2.6922
H -1.9316 1.8564 4.2174
H 1.6245 4.7640 -0.9936
H 4.7198 2.5801 1.6212
H -3.5089 1.8885 -5.1112
C -0.0919 -2.2783 0.9636
C 6.6272 0.9879 0.4922
O -6.8891 2.9432 -3.6315
H 6.2856 0.0942 2.4689
H -3.5000 2.7063 4.3988
H -0.0241 -3.3156 0.6273
C 2.2430 -2.6833 3.0007
C 5.6910 -0.1674 -1.3317
H -3.4800 3.4185 2.2705
C 1.6272 -2.0995 -3.3639
O -5.2155 1.6201 -3.9513
H 4.7963 1.7948 3.2860
O -0.6694 0.5710 0.9196
C -0.6394 2.8929 0.0623
H -1.3793 -3.0133 -1.9223
H -8.3691 3.5606 -4.9559
C 1.3272 -6.2617 5.7791
H 1.0201 -1.5928 -4.1125
H -4.6131 0.6086 -5.6750
H 4.6556 -1.5881 -0.0819
H -4.5311 -1.2178 0.1139
C 1.8452 -1.3746 2.2990
C 4.4384 -0.9337 -0.9254
H 1.2963 -0.7117 0.3520
H -7.2553 4.8384 -4.4065
O 0.8179 -5.0116 5.7099
H 2.8940 -0.4087 -3.4792
H -0.9326 -1.7830 -3.0841
H 4.5732 -1.8361 -2.8652
H -0.7241 3.8752 0.5233
H -0.3849 -2.3324 2.0039
C -7.7949 3.9403 -4.1135
C 5.9836 0.9023 1.8183
H -1.4863 2.8112 -0.6113
C -1.7885 -0.2906 0.6841
H 0.7683 -7.0586 6.2312
S 1.6468 -2.6506 4.7112
O -0.6004 -1.2368 -1.1739
C 0.6948 2.9331 -0.7137
C 3.8123 -1.7266 -2.0907
H 3.6016 -2.7428 -1.7553
H -3.6484 0.3683 -4.2053
H -1.9773 -2.2872 -0.0993
S -4.2903 0.0405 2.8298
O 5.8193 1.0727 -0.5898
H -3.3795 -2.6886 2.8553
H 2.3714 3.8501 0.1389
P -2.6492 -0.8024 2.2498
C -2.4802 2.7708 4.0384
H 6.5845 -0.7539 -1.1281
N 0.3406 3.1261 -2.1176
C 1.8104 -4.3388 5.0819
H 1.1753 3.3140 -2.6577
H -3.0715 1.1806 -2.0369
H 1.0891 -0.8442 2.8710
H -0.3030 3.8988 -2.2144
H -1.9965 3.5714 4.5980
C -4.1906 1.0989 -4.8008
H 3.3231 -2.7956 3.0155
O 7.8036 1.0244 0.4012
O -5.8861 2.9411 -5.6547
C -4.2922 -0.4236 -0.5872
H 0.4893 -3.8505 -2.9640
H 1.9787 1.5672 -1.5138
C 5.1239 1.8065 2.2574
H 5.6642 0.1096 -2.3802
H -1.8584 4.0286 2.3648
H -1.6509 -1.1636 4.0985
H 2.0279 -0.4747 -1.9713
H 3.7174 -0.2065 -0.5559
N 1.4715 4.1236 -0.2286
*
```

=====

Formula: CH5ClN2O
Source: the Open Molecules 2025 dataset
Level of theory: ωB97M-V/def2-TZVPD

Calculated values
SMILES string: OCNNCl
Calculated total energy, eV: -18665.76746
ΔE to the lowest compared entry with this formula, charge and spin, kJ/mol: 94.3

```
! RIJCOSX wB97M-V def2-TZVPD def2/J DEFGRID3
* xyz 0 1
H 0.5629 -0.4170 -1.3767
Cl 2.9638 0.5605 0.1147
H 1.6594 -1.0756 1.1189
O -0.5118 1.6216 0.0189
H -1.5458 -0.1791 -0.0223
H -0.4677 0.1761 1.3823
C -0.6159 0.2778 0.3049
N 0.5475 -0.5795 -0.3774
N 1.7271 -0.8536 0.1239
H -0.6415 1.7901 -0.9220
*
```

=====

Formula: C7H7NO3
Source: the Open Molecules 2025 dataset
Level of theory: ωB97M-V/def2-TZVPD

Calculated values
SMILES string: O=C=C1OC1=O.CC(C)C#N
Calculated total energy, eV: -15000.03082
ΔE to the lowest compared entry with this formula, charge and spin, kJ/mol: 537.0

```
! RIJCOSX wB97M-V def2-TZVPD def2/J DEFGRID3
* xyz 0 1
H -2.3893 -0.9741 0.9119
C 3.5916 -0.6272 0.3679
N 0.5619 0.8751 0.5988
H -2.3215 -2.3085 -0.5260
H -2.2074 1.5222 -1.3812
C -1.7742 -1.4702 0.1376
C 2.9289 1.8352 1.0271
C -0.1169 0.3129 -0.1181
H -3.3788 0.1401 -1.2882
H -1.0688 -0.7593 -1.7485
O 3.2574 -1.7221 0.2241
H -2.9625 0.9014 0.0873
C 3.2482 0.6825 0.5996
O 4.6438 0.0620 0.7331
C -1.3334 -0.2447 -0.7459
C -2.5040 0.6959 -0.8247
O 2.7058 2.8925 1.2433
H -0.8808 -1.8137 0.7019
*
```